<P>
This record from the OMol25 dataset describes a structure of composition C3H10NOP. The level of theory is ωB97M-V/def2-TZVPD.

```
! RIJCOSX wB97M-V def2-TZVPD def2/J DEFGRID3
* xyz 0 1
P 1.18508 0.39386 0.10211
C -1.89230 1.05187 0.43418
H 2.19008 -0.96919 1.55996
H 2.69672 1.03257 -1.56834
C -1.05525 0.32622 -0.58926
N 2.19748 0.19577 -1.23779
C 1.44364 -1.18362 0.87155
H -1.25896 -0.73283 -0.57934
H 1.66855 -1.90899 0.08956
H 0.54712 -1.41786 1.30405
H -1.66710 2.23029 0.74410
H -3.02890 1.13136 0.16057
H 1.78352 -0.31993 -1.97638
H -1.93013 0.55550 1.39868
O 1.61306 1.60088 0.92533
H -1.20288 0.58786 -1.67097
*
```

Summary:
Orbital gap   0.359 hartree
HOMO energy   -9.0 eV
Lowest unoccupied orbital energy   0.0283 hartree

***

<Q>
This record from the OMol25 dataset describes an isolated molecule of C3H10NOP. The level of theory is ωB97M-V/def2-TZVPD.

```
! RIJCOSX wB97M-V def2-TZVPD def2/J DEFGRID3
* xyz 0 1
H -1.30123 -1.62835 -0.76047
H -2.30382 -1.27793 1.50438
H 0.31592 2.31344 0.33433
H -1.87226 0.27684 1.40669
P -0.29837 -1.11544 0.27395
H 1.88335 1.54728 -0.00361
H 0.93080 0.91994 1.23838
H 0.81226 1.18986 -2.41620
O 0.85647 -2.01860 0.47075
H 1.74394 -0.38278 -1.76079
N 0.14493 0.33651 -0.47000
H -1.15386 -0.63917 2.66027
C 0.68735 0.22409 -1.81541
C -1.51489 -0.65568 1.55802
H 0.22301 -0.37208 -2.51754
C 0.84641 1.28207 0.29726
*
```

Summary:
Orbital gap   0.369 hartree
SMILES   CN(C)[P@H](C)=O
HOMO energy   -9.1 eV
Lowest unoccupied orbital energy   0.0342 hartree

***

Stability check: which of them is most stable? <P>.

***

<P>
This record from the OMol25 dataset describes a structure of composition C3H5NOSe. The level of theory is ωB97M-V/def2-TZVPD.

```
! RIJCOSX wB97M-V def2-TZVPD def2/J DEFGRID3
* xyz 0 1
Se 0.09917 1.44689 1.39036
H -1.12412 1.33647 -0.73071
N 0.14646 0.02632 -1.39546
H -0.01092 -0.74988 2.47243
O -0.76439 -1.34865 0.22449
H -0.51112 -1.93095 -1.65164
C -0.13139 1.21361 -1.09163
H 1.52858 -0.68066 1.35513
C -0.40562 -1.11482 -0.95821
C 0.60940 -0.17045 1.79291
H 0.56395 1.97211 -1.40766
*
```

Summary:
Orbital gap (spin up / spin down)   0.289 / 0.289 hartree
HOMO energy (spin up / spin down)   -8.5 / -8.5 eV
Lowest unoccupied orbital energy (spin up / spin down)   -0.0244 / -0.0244 hartree

***

<Q>
This record from the OMol25 dataset describes an isolated molecule of C3H5NOSe. The level of theory is ωB97M-V/def2-TZVPD.

```
! RIJCOSX wB97M-V def2-TZVPD def2/J DEFGRID3
* xyz 0 1
H 0.18090 -1.24293 -1.44745
C 0.60440 -1.34958 -0.45315
C 0.37976 1.42645 -0.09179
H 0.26706 1.67081 -1.15282
C -1.25478 -0.09388 0.71713
Se 1.84628 0.02730 0.02571
H 0.99750 -2.33669 -0.24530
N -0.84138 1.06949 0.47882
O -0.73068 -1.28539 0.52970
H 0.77769 2.29454 0.43820
H -2.22674 -0.18012 1.20095
*
```

Summary:
Orbital gap   0.347 hartree
SMILES   C1=NC[Se]CO1
HOMO energy   -8.9 eV
Lowest unoccupied orbital energy   0.0215 hartree

***

Stability check: which of them is most stable? <Q>.

***

<P>
This record from the OMol25 dataset describes a cluster of 3 separate species, C3H13NO3 in total. The level of theory is ωB97M-V/def2-TZVPD.

```
! RIJCOSX wB97M-V def2-TZVPD def2/J DEFGRID3
* xyz 1 2
H -3.38826 -1.24113 2.11782
H 2.53359 -1.08453 -1.12458
H 3.10127 -0.36746 0.20259
H -3.79120 -1.02079 -0.90036
H 0.72801 -1.21586 -2.13655
H -2.92786 -0.22955 3.16382
H 2.69638 1.97422 0.88660
H -0.02905 -0.90615 0.14764
H 1.71555 1.38184 -1.48369
O -3.63326 -0.88075 3.02619
C 1.63316 0.68190 -0.57007
H 1.44833 1.02963 1.78236
O -2.84424 -1.29358 -1.05952
C 1.64105 1.63728 0.77020
O -0.05009 -0.59118 -1.85157
C 0.22270 -0.04964 -0.54937
H -2.30620 -0.79817 -1.74125
H -0.54621 0.74347 -0.59574
N 2.81268 -0.17160 -0.76190
H 0.98364 2.40207 0.67735
*
```

Summary:
Orbital gap (spin up / spin down)   0.364 / 0.145 hartree
⟨S²⟩   0.76
HOMO energy (spin up / spin down)   -13.7 / -13.7 eV
Lowest unoccupied orbital energy (spin up / spin down)   -0.1412 / -0.3605 hartree

***

<Q>
This record from the OMol25 dataset describes a cluster of 3 separate species, C3H13NO3 in total. The level of theory is ωB97M-V/def2-TZVPD.

```
! RIJCOSX wB97M-V def2-TZVPD def2/J DEFGRID3
* xyz 1 2
H 1.03814 -1.24391 2.42356
H -1.10134 -0.50782 -0.73876
H 1.86250 0.52504 0.96091
O -0.95217 2.82192 -0.76177
O -0.78141 -1.08893 -1.44591
H 0.83320 -2.23215 0.17817
H 0.23172 0.59042 0.24995
O -2.48814 1.00130 1.11471
H -1.85004 1.39541 0.49401
N 0.36745 -0.61890 1.95565
H -1.64954 2.94915 -1.40523
H 2.34767 -1.61452 -0.12057
H -2.06367 0.99480 1.96315
C 0.97913 -0.06044 0.70389
H 0.99396 -0.31399 -2.12535
C 1.31029 -1.24970 -0.16939
H -0.14521 3.04835 -1.22898
H -0.40376 -1.21875 1.61646
H 0.83497 -2.02240 -2.13473
C 0.63624 -1.15488 -1.52977
*
```

Summary:
Orbital gap (spin up / spin down)   0.420 / 0.205 hartree
⟨S²⟩   0.75
HOMO energy (spin up / spin down)   -14.9 / -14.8 eV
Lowest unoccupied orbital energy (spin up / spin down)   -0.1267 / -0.3384 hartree

***

Stability check: which of them is most stable? <Q>.